1.
The following is a DFT calculation (the ωB97M-V functional and the def2-TZVPD basis) of the molecule C14H15N.

CARTESIAN COORDINATES (ANGSTROEM)
C 0.803 2.564 -0.708
C 4.422 -0.889 0.415
C 3.218 -1.535 0.623
C 4.466 0.441 0.107
C 1.993 -0.858 0.443
C 3.265 1.081 0.006
C 2.037 0.467 0.220
C -0.524 0.858 0.487
C -0.935 0.738 -0.764
C 0.891 1.399 0.048
C -1.623 -0.410 2.391
C -2.770 0.082 -2.225
C -0.910 0.889 1.920
C -1.295 0.365 -2.118
N 0.506 3.530 -1.298
H 5.377 -1.408 0.381
H 3.396 -2.601 0.817
H 5.446 1.000 0.031
H 1.059 -1.333 0.595
H 3.220 2.057 -0.301
H -0.868 -1.160 2.325
H -2.516 -0.690 1.762
H -1.887 -0.216 3.396
H -3.325 1.063 -2.245
H -3.010 -0.390 -1.290
H -2.883 -0.486 -3.123
H -0.085 1.083 2.651
H -1.577 1.714 2.115
H -0.853 1.138 -2.924
H -0.763 -0.588 -2.333

Properties
HOMO energy (alpha / beta)	-0.277 / -0.277	hartree
max |F|	4.5	eV Å⁻¹
relative energy (zero: lowest compared OMol25 entry of this formula, charge and spin)	4.4721	eV
gap between HOMO and LUMO (alpha / beta)	7.5 / 7.5	eV
spin multiplicity	1

Atom charges from the Mulliken analysis, given in e for atoms 1 to 2:
1 C 0.020
2 C -0.232

***

2.
The following is a DFT calculation (the ωB97M-V functional and the def2-TZVPD basis) of a structure of composition C14H15N4O2Pd.

CARTESIAN COORDINATES (ANGSTROEM)
Pd 1.413 0.248 -1.187
O 2.111 -0.255 2.677
C 1.441 -0.553 1.672
N 0.461 0.096 1.073
C 0.348 1.501 1.423
C -0.079 2.286 0.203
C -1.225 3.064 0.209
C -1.636 3.722 -0.948
C -0.864 3.597 -2.081
C 0.295 2.833 -2.013
N 0.681 2.164 -0.916
C 1.821 -1.834 0.935
C 2.133 -2.984 1.651
C 2.519 -4.125 0.975
C 2.610 -4.078 -0.408
C 2.318 -2.887 -1.047
N 1.931 -1.781 -0.405
H 1.320 1.883 1.761
H -0.368 1.696 2.232
H -1.803 3.136 1.122
H -2.545 4.312 -0.955
H -1.136 4.082 -3.009
H 0.959 2.760 -2.862
H 2.073 -2.938 2.730
H 2.749 -5.037 1.514
H 2.911 -4.941 -0.987
H 2.396 -2.799 -2.123
C -3.226 -0.142 0.686
C -2.744 -0.381 -0.736
N -1.461 -0.766 -0.821
O -3.509 -0.262 -1.686
H -2.400 -0.042 1.388
H -3.850 -0.983 0.994
H -3.843 0.756 0.696
H -0.813 -0.592 -0.038
H -0.988 -0.756 -1.719

Properties
HOMO energy	-0.089	hartree
max |F|	0.5	eV Å⁻¹
relative energy (zero: lowest compared OMol25 entry of this formula, charge and spin)	0.0527	eV
total charge	-1
gap between HOMO and LUMO	5.6	eV
spin multiplicity	1

Atom charges from the Mulliken analysis, given in e for atoms 1 to 2:
1 Pd -0.062
2 O -0.766

***

3.
The following is a DFT calculation (the ωB97M-V functional and the def2-TZVPD basis) of a structure of composition C14H15NO2Pt.

CARTESIAN COORDINATES (ANGSTROEM)
C -0.566 1.124 -2.398
C 0.741 0.912 -1.894
C 0.785 1.246 -0.489
C -0.615 1.599 -0.104
C -1.420 1.473 -1.305
Pt -0.311 -0.619 -0.042
N -3.197 0.694 0.758
C 0.778 -2.137 -0.350
C 2.098 -1.649 -0.675
H 1.658 1.315 0.159
H 1.623 0.642 -2.488
H -0.894 2.082 0.810
H -2.463 1.731 -1.369
H -0.859 1.146 -3.448
H 2.327 -1.392 -1.712
H 0.781 -2.840 0.505
H -4.047 0.340 1.264
H 2.898 -1.678 0.055
H 0.355 -2.534 -1.277
O 0.954 -1.697 2.478
C 0.150 -0.808 2.775
O -0.682 -0.168 1.959
C 0.041 -0.317 4.197
C -0.540 0.913 4.519
C -0.668 1.291 5.853
C -0.212 0.440 6.871
C 0.422 -0.769 6.550
C 0.563 -1.135 5.221
H -0.914 1.536 3.709
H -1.138 2.255 6.113
H -0.352 0.718 7.937
H 0.785 -1.436 7.334
H 1.076 -2.046 4.929

Properties
HOMO energy (alpha / beta)	0.034 / 0.068	hartree
max |F|	4.4	eV Å⁻¹
relative energy (zero: lowest compared OMol25 entry of this formula, charge and spin)	0.6568	eV
total charge	-2
gap between HOMO and LUMO (alpha / beta)	4.1 / 3.2	eV
spin multiplicity	3

Atom charges from the Mulliken analysis, given in e for atoms 1 to 2:
1 C -0.448
2 C -0.623

***

4.
The following is a DFT calculation (the ωB97M-V functional and the def2-TZVPD basis) of the molecule C14H15NOS.

CARTESIAN COORDINATES (ANGSTROEM)
C 1.542 1.882 1.759
C 1.169 1.521 0.324
N -0.272 1.580 0.159
C -0.853 1.896 -1.018
O -0.270 2.405 -1.947
C -2.356 1.573 -1.050
C -2.614 0.216 -0.498
C -3.158 -0.118 0.706
C -3.167 -1.512 0.944
C -2.618 -2.215 -0.077
S -2.081 -1.196 -1.356
C 1.678 0.145 -0.052
C 1.104 -0.995 0.499
C 1.550 -2.253 0.133
C 2.578 -2.386 -0.784
C 3.157 -1.255 -1.334
C 2.706 0.002 -0.972
H 1.124 1.157 2.455
H 2.623 1.880 1.871
H 1.163 2.870 2.010
H 1.585 2.259 -0.369
H -0.824 1.081 0.841
H -2.888 2.323 -0.461
H -2.680 1.650 -2.089
H -3.554 0.605 1.397
H -3.566 -1.962 1.835
H -2.496 -3.276 -0.166
H 0.300 -0.910 1.216
H 1.090 -3.130 0.564
H 2.924 -3.368 -1.072
H 3.957 -1.352 -2.053
H 3.150 0.882 -1.413

Properties
HOMO energy	-0.326	hartree
max |F|	0.7	eV Å⁻¹
relative energy (zero: lowest compared OMol25 entry of this formula, charge and spin)	0.0000	eV
structure (SMILES)	C[C@H](NC(=O)Cc1cccs1)c1ccccc1
gap between HOMO and LUMO	9.6	eV
spin multiplicity	1

Atom charges from the Mulliken analysis, given in e for atoms 1 to 2:
1 C -1.491
2 C -0.473

***

5.
The following is a DFT calculation (the ωB97M-V functional and the def2-TZVPD basis) of a cluster of 2 separate species, C14H16 in total.

CARTESIAN COORDINATES (ANGSTROEM)
C 2.206 -1.888 1.868
C 2.482 -0.520 1.351
C 2.915 0.597 2.244
C 2.910 1.853 1.727
C 2.416 2.111 0.499
C 1.988 1.095 -0.341
C 2.136 -0.201 0.045
H 1.177 -1.801 2.220
H 2.857 -1.961 2.776
H 2.335 -2.768 1.288
H 3.069 0.357 3.419
H 3.374 2.683 2.351
H 2.236 3.081 0.187
H 1.699 1.215 -1.349
H 2.118 -1.013 -0.635
C -3.720 -1.771 0.244
C -3.105 -0.820 -0.715
C -2.977 0.595 -0.413
C -2.050 1.285 -1.083
C -1.127 0.640 -1.996
C -1.358 -0.679 -2.291
C -2.425 -1.392 -1.763
H -4.345 -1.414 1.165
H -2.892 -2.352 0.687
H -4.415 -2.452 -0.346
H -3.349 0.889 0.523
H -1.923 2.320 -0.979
H -0.386 1.353 -2.473
H -0.658 -1.179 -3.020
H -2.644 -2.386 -2.064

Properties
HOMO energy	-0.317	hartree
max |F|	4.7	eV Å⁻¹
relative energy (zero: lowest compared OMol25 entry of this formula, charge and spin)	2.3119	eV
structure (SMILES)	Cc1ccccc1.Cc1ccccc1
gap between HOMO and LUMO	9.5	eV
spin multiplicity	1

Atom charges from the Mulliken analysis, given in e for atoms 1 to 2:
1 C -1.291
2 C 0.668

***

6.
The following is a DFT calculation (the ωB97M-V functional and the def2-TZVPD basis) of a cluster of 2 separate species, C14H16 in total.

CARTESIAN COORDINATES (ANGSTROEM)
C 1.040 -1.548 -2.188
C 0.834 -0.076 -2.188
C 1.007 0.644 -0.974
C 0.881 1.949 -0.925
C 0.615 2.668 -2.050
C 0.440 2.006 -3.242
C 0.725 0.667 -3.370
H 1.385 -2.058 -1.280
H 1.902 -2.019 -2.869
H 0.177 -2.146 -2.519
H 1.211 0.158 -0.074
H 0.902 2.474 0.024
H 0.596 3.638 -1.875
H 0.347 2.515 -4.201
H 0.966 0.141 -4.271
C -2.437 -0.926 0.637
C -1.412 -0.735 1.740
C -0.454 -1.743 1.878
C 0.416 -1.497 2.908
C 0.499 -0.332 3.669
C -0.218 0.817 3.303
C -1.199 0.455 2.372
H -2.287 -1.803 0.069
H -2.321 -0.210 -0.158
H -3.452 -0.889 0.948
H -0.409 -2.571 1.217
H 1.056 -2.305 3.207
H 1.062 -0.447 4.571
H 0.015 1.829 3.530
H -1.887 1.342 2.111

Properties
HOMO energy	-0.325	hartree
max |F|	4.8	eV Å⁻¹
relative energy (zero: lowest compared OMol25 entry of this formula, charge and spin)	2.2183	eV
structure (SMILES)	Cc1ccccc1.Cc1ccccc1
gap between HOMO and LUMO	9.7	eV
spin multiplicity	1

Atom charges from the Mulliken analysis, given in e for atoms 1 to 2:
1 C -1.332
2 C 0.753

***

7.
The following is a DFT calculation (the ωB97M-V functional and the def2-TZVPD basis) of a cluster of 2 separate species, C14H16 in total.

CARTESIAN COORDINATES (ANGSTROEM)
C 2.873 -1.519 -2.245
C 2.486 -0.219 -1.603
C 1.134 0.118 -1.460
C 0.754 1.207 -0.703
C 1.731 1.961 -0.047
C 3.069 1.676 -0.230
C 3.454 0.606 -1.030
H 2.761 -2.308 -1.506
H 3.916 -1.485 -2.548
H 2.303 -1.761 -3.141
H 0.415 -0.529 -1.933
H -0.259 1.542 -0.536
H 1.435 2.798 0.575
H 3.803 2.269 0.289
H 4.491 0.334 -1.161
C -1.663 1.543 2.136
C -2.015 0.308 1.371
C -1.332 -0.882 1.629
C -1.783 -2.072 1.083
C -2.915 -2.093 0.273
C -3.627 -0.912 0.072
C -3.157 0.288 0.569
H -1.973 1.435 3.185
H -2.210 2.426 1.776
H -0.604 1.817 2.127
H -0.423 -0.810 2.216
H -1.233 -2.989 1.223
H -3.263 -2.995 -0.208
H -4.481 -0.975 -0.592
H -3.686 1.222 0.419

Properties
HOMO energy	-0.328	hartree
max |F|	1.1	eV Å⁻¹
relative energy (zero: lowest compared OMol25 entry of this formula, charge and spin)	0.2038	eV
structure (SMILES)	Cc1ccccc1.Cc1ccccc1
gap between HOMO and LUMO	9.9	eV
spin multiplicity	1

Atom charges from the Mulliken analysis, given in e for atoms 1 to 2:
1 C -1.379
2 C 0.881

***

8.
The following is a DFT calculation (the ωB97M-V functional and the def2-TZVPD basis) of a cluster of 2 separate species, C14H16 in total.

CARTESIAN COORDINATES (ANGSTROEM)
C -1.053 -0.810 3.393
C -1.579 -1.226 2.028
C -0.929 -0.574 0.961
C -1.499 -0.759 -0.303
C -2.703 -1.471 -0.387
C -3.129 -2.236 0.657
C -2.584 -2.117 1.915
H -0.059 -0.251 3.226
H -0.951 -1.731 3.981
H -1.749 -0.298 4.069
H -0.012 0.121 1.162
H -1.037 -0.446 -1.283
H -3.281 -1.539 -1.220
H -4.090 -2.803 0.638
H -2.767 -2.893 2.629
C 4.068 0.615 -0.583
C 2.743 1.032 -1.070
C 1.888 1.424 -0.095
C 0.574 1.783 -0.401
C 0.183 1.906 -1.686
C 1.075 1.575 -2.663
C 2.259 0.957 -2.459
H 3.994 -0.273 -0.053
H 4.575 1.470 -0.009
H 4.763 0.434 -1.365
H 2.171 1.321 0.874
H -0.102 1.951 0.493
H -0.818 2.147 -2.020
H 0.768 1.675 -3.686
H 2.729 0.526 -3.286

Properties
HOMO energy	-0.326	hartree
max |F|	4.3	eV Å⁻¹
relative energy (zero: lowest compared OMol25 entry of this formula, charge and spin)	2.2937	eV
structure (SMILES)	Cc1ccccc1.Cc1ccccc1
gap between HOMO and LUMO	9.8	eV
spin multiplicity	1

Atom charges from the Mulliken analysis, given in e for atoms 1 to 2:
1 C -1.207
2 C 1.025

***

9.
The following is a DFT calculation (the ωB97M-V functional and the def2-TZVPD basis) of the molecule C14H16F2N4O2.

CARTESIAN COORDINATES (ANGSTROEM)
O 4.774 -5.281 -1.123
C 3.570 -5.035 -1.233
N 3.102 -3.851 -0.659
C 1.796 -3.652 -0.638
C 1.212 -2.394 -0.060
C 1.118 -1.284 -1.121
C 0.584 0.055 -0.552
C -0.705 -0.043 0.253
C -1.359 1.326 0.390
C -0.648 2.332 1.263
C -1.437 3.643 1.425
N -2.068 3.864 2.552
C -2.727 5.051 2.682
O -3.408 5.234 3.682
C -2.760 6.078 1.591
F -3.337 7.251 1.678
C -2.078 5.776 0.457
N -1.445 4.536 0.361
N 0.902 -4.623 -1.135
C 1.338 -5.813 -1.771
C 2.694 -5.998 -1.895
F 3.101 -7.064 -2.602
H 1.814 -1.979 0.775
H 0.198 -2.565 0.299
H 0.460 -1.591 -1.975
H 2.131 -1.109 -1.530
H 1.345 0.443 0.119
H 0.487 0.750 -1.378
H -0.575 -0.448 1.238
H -1.398 -0.657 -0.317
H -1.518 1.727 -0.606
H -2.383 1.205 0.804
H 0.317 2.535 0.809
H -0.523 1.927 2.267
H -2.055 6.509 -0.356
H -1.085 4.171 -0.512
H -0.093 -4.476 -0.979
H 0.662 -6.550 -2.202

Properties
HOMO energy	-0.337	hartree
max |F|	3.5	eV Å⁻¹
relative energy (zero: lowest compared OMol25 entry of this formula, charge and spin)	0.0000	eV
structure (SMILES)	O=c1nc(CCCCCCc2nc(=O)c(F)c[nH]2)[nH]cc1F
gap between HOMO and LUMO	9.3	eV
spin multiplicity	1

Atom charges from the Mulliken analysis, given in e for atoms 1 to 2:
1 O -0.613
2 C 0.423

***

10.
The following is a DFT calculation (the ωB97M-V functional and the def2-TZVPD basis) of a cluster of 2 separate species, C14H16NO6PS in total.

CARTESIAN COORDINATES (ANGSTROEM)
N 6.373 0.681 -1.493
P 6.035 -0.806 -1.223
O 6.692 -1.809 -2.286
O 6.554 -1.238 0.240
C 4.264 -1.111 -1.183
C 3.671 -1.953 -0.338
C 2.181 -2.066 -0.361
O 1.613 -3.089 -0.091
C 1.483 -0.807 -0.723
C 0.239 -0.493 -0.187
C -0.339 0.726 -0.540
C 0.294 1.607 -1.403
C 1.525 1.274 -1.972
C 2.104 0.065 -1.615
C 3.421 -0.350 -2.164
O 3.768 -0.148 -3.290
H 6.924 0.815 -2.330
H 7.623 -1.551 -2.336
H 5.906 -0.947 0.894
H 4.235 -2.536 0.376
H -0.263 -1.173 0.481
H -1.292 0.958 -0.086
H -0.145 2.560 -1.656
H 2.020 1.931 -2.669
O -3.128 -0.124 0.334
S -3.549 0.729 1.417
O -2.622 1.586 2.108
C -4.956 1.686 0.865
C -6.160 0.805 1.185
C -5.897 0.225 2.581
C -4.449 -0.282 2.601
H -4.849 1.910 -0.194
H -4.973 2.608 1.445
H -7.088 1.373 1.150
H -6.232 -0.005 0.456
H -6.024 1.008 3.331
H -6.594 -0.575 2.823
H -3.986 -0.170 3.578
H -4.378 -1.316 2.272

Properties
HOMO energy	-0.326	hartree
max |F|	2.1	eV Å⁻¹
structure (SMILES)	N=P(O)(O)C1=CC(=O)c2ccccc2C1=O.O=S1(=O)CCCC1
gap between HOMO and LUMO	8.0	eV
spin multiplicity	1

Atom charges from the Mulliken analysis, given in e for atoms 1 to 2:
1 N -0.739
2 P 0.943

***

11.
The following is a DFT calculation (the ωB97M-V functional and the def2-TZVPD basis) of a cluster of 2 separate species, C14H16O in total.

CARTESIAN COORDINATES (ANGSTROEM)
C -0.521 2.060 2.408
C -1.151 0.778 1.977
C -2.240 0.856 1.136
C -2.901 -0.233 0.685
C -2.451 -1.479 1.068
O -3.084 -2.600 0.618
C -1.322 -1.596 1.900
C -0.669 -0.459 2.393
H -0.715 2.834 1.683
H 0.587 1.958 2.434
H -0.817 2.381 3.355
H -2.605 1.815 0.795
H -3.768 -0.110 0.077
H -3.906 -2.380 0.109
H -0.962 -2.564 2.141
H 0.225 -0.523 3.084
C 0.830 -1.403 -3.239
C 1.457 -0.515 -2.190
C 1.333 -0.750 -0.848
C 1.914 0.132 0.095
C 2.627 1.217 -0.335
C 2.755 1.475 -1.684
C 2.196 0.594 -2.617
H 0.516 -0.830 -4.045
H -0.065 -1.864 -2.767
H 1.518 -2.173 -3.627
H 0.748 -1.596 -0.488
H 1.776 -0.027 1.187
H 3.058 1.880 0.380
H 3.341 2.332 -2.027
H 2.297 0.788 -3.657

Properties
HOMO energy	-0.306	hartree
max |F|	2.4	eV Å⁻¹
relative energy (zero: lowest compared OMol25 entry of this formula, charge and spin)	0.4549	eV
structure (SMILES)	Cc1ccc(O)cc1.Cc1ccccc1
gap between HOMO and LUMO	9.1	eV
spin multiplicity	1

Atom charges from the Mulliken analysis, given in e for atoms 1 to 2:
1 C -1.577
2 C 0.899

***

12.
The following is a DFT calculation (the ωB97M-V functional and the def2-TZVPD basis) of a cluster of 2 separate species, C14H16O in total.

CARTESIAN COORDINATES (ANGSTROEM)
C 0.767 -4.556 0.908
C 0.040 -3.524 0.092
C -1.349 -3.525 -0.076
C -1.950 -2.669 -0.971
C -1.195 -1.691 -1.631
O -1.863 -0.952 -2.568
C 0.147 -1.569 -1.352
C 0.741 -2.456 -0.445
H 0.554 -4.515 1.978
H 1.831 -4.418 0.879
H 0.491 -5.557 0.581
H -1.978 -4.185 0.515
H -3.025 -2.559 -1.005
H -1.286 -0.257 -2.892
H 0.792 -0.844 -1.828
H 1.822 -2.385 -0.371
C 1.595 2.543 -1.289
C 0.987 2.858 0.047
C 0.366 4.089 0.293
C -0.123 4.354 1.559
C 0.053 3.465 2.610
C 0.627 2.220 2.353
C 1.016 1.913 1.056
H 1.440 1.480 -1.498
H 2.667 2.669 -1.269
H 1.175 3.056 -2.153
H 0.149 4.707 -0.571
H -0.620 5.258 1.830
H -0.348 3.654 3.598
H 0.749 1.537 3.169
H 1.453 0.936 0.915

Properties
HOMO energy	-0.308	hartree
max |F|	1.3	eV Å⁻¹
relative energy (zero: lowest compared OMol25 entry of this formula, charge and spin)	0.5018	eV
structure (SMILES)	Cc1ccc(O)cc1.Cc1ccccc1
gap between HOMO and LUMO	9.1	eV
spin multiplicity	1

Atom charges from the Mulliken analysis, given in e for atoms 1 to 2:
1 C -1.396
2 C 0.546